A structure of composition C24H41AlBBeF6N4NaO8 at a distorted geometry. Source: the Open Molecules 2025 dataset; level of theory: ωB97M-V/def2-TZVPD.

Geometry as XYZ:
```
87
Properties=species:S:1:pos:R:3:lowdin_charge:R:1
F 2.8184 -0.5262 0.4094 -0.12
C 3.4403 -0.4393 -0.8897 -0.18
C 4.1590 0.9549 -1.0527 -0.11
B 3.4445 1.9934 -2.0888 -0.66
F 4.3642 3.1640 -2.2085 -0.10
C 2.0327 2.6361 -1.5144 -0.14
C 0.8707 1.6056 -1.6838 -0.18
C 0.7177 0.8488 -2.9363 -0.08
C -0.3776 -0.1532 -3.0505 -0.19
C -1.2922 -0.3545 -1.8858 -0.03
C -1.1334 0.4426 -0.6368 -0.02
C -0.0519 1.4394 -0.5286 0.02
H 4.2456 -1.2332 -0.9130 0.12
H 2.6879 -0.6751 -1.6895 0.06
H 4.2980 1.4554 -0.0527 0.09
H 5.1927 0.7355 -1.4581 0.11
H 3.3251 1.5721 -3.2108 0.09
H 1.7838 3.5977 -2.1181 0.09
H 2.1691 2.9839 -0.4151 0.09
H 1.4019 1.0060 -3.8068 0.09
H -0.5431 -0.7794 -3.9652 -0.02
H -2.1146 -1.1085 -2.0010 0.10
H -1.7994 0.3150 0.2495 0.08
H 0.0621 2.0476 0.4001 0.11
Na 1.9108 4.9903 -0.6900 0.78
Be 1.1348 -1.7900 -3.9675 0.60
N 4.7981 2.2406 3.1577 0.04
C 5.8248 2.8947 2.5390 -0.05
C 6.0174 4.1029 3.1903 -0.04
C 5.0807 4.1707 4.2346 -0.06
C 4.3364 3.0027 4.1965 -0.08
H 4.4381 1.3386 2.8918 0.15
H 6.3308 2.4550 1.6940 0.13
H 6.7573 4.8450 2.9336 0.11
H 4.9554 4.9750 4.9418 0.11
H 3.5250 2.6578 4.8178 0.12
C -3.4543 2.0561 2.0582 -0.28
O -3.0318 3.1803 1.5234 -0.05
H -3.9903 2.1261 3.0231 0.08
H -4.1741 1.4470 1.4549 0.10
H -2.6827 1.2846 2.2959 0.11
C -1.6871 -5.3018 -0.6008 -0.01
C -1.1945 -4.2674 0.3847 -0.33
C -1.0943 -4.7630 1.7986 -0.09
O -1.2605 -3.5532 2.5448 0.08
C -2.0075 -2.7230 1.7728 -0.57
O -2.4963 -1.7004 2.1553 0.13
O -2.1302 -3.1939 0.5205 0.08
H -1.7353 -4.8746 -1.6052 0.07
H -1.0257 -6.1697 -0.6228 0.09
H -2.6986 -5.6315 -0.3521 0.10
H -0.2440 -3.8456 0.0419 0.16
H -0.1294 -5.2219 2.0125 0.14
H -1.8905 -5.4585 2.0779 0.14
C -8.1635 0.7228 0.4158 0.06
N -7.0177 1.1985 1.2359 -0.43
O -7.1942 2.1739 1.9338 0.09
O -5.9761 0.5676 1.1457 0.04
H -9.0146 1.3733 0.5955 0.10
H -7.8588 0.7638 -0.6278 0.10
H -8.3849 -0.2975 0.7220 0.10
C -1.9266 -3.1921 -4.9864 -0.37
O -2.3362 -3.4473 -3.8689 0.00
N -2.4615 -3.6465 -6.1393 -0.19
C -1.9119 -3.2948 -7.4348 -0.05
C -3.6243 -4.5151 -6.0792 -0.03
H -1.0480 -2.5405 -5.1448 0.05
H -2.6766 -2.7801 -8.0206 0.09
H -1.6080 -4.2060 -7.9544 0.09
H -1.0464 -2.6412 -7.3257 0.08
H -4.4380 -3.9927 -5.5724 0.10
H -3.3755 -5.4106 -5.5066 0.10
H -3.9393 -4.7977 -7.0823 0.09
F 9.1970 1.9671 2.8100 -0.24
Al 10.2284 2.9669 3.8199 -0.02
F 11.8788 2.8640 3.2557 -0.24
F 10.1364 2.4107 5.4751 -0.24
F 9.6790 4.6296 3.7315 -0.24
C -1.8725 3.1795 5.4050 -0.07
C -0.6118 3.8886 5.7338 -0.27
N 0.3652 4.4369 5.9884 0.12
H -1.6771 2.1141 5.2826 0.08
H -2.5972 3.3180 6.2068 0.08
H -2.2875 3.5744 4.4772 0.06
O -5.6057 -3.0518 1.2171 -0.06
H -6.0154 -2.4017 1.7983 0.03
H -4.6993 -2.7354 1.1171 0.01
```

Relative energy (zero: lowest compared OMol25 entry of this formula, charge and spin) = 242.27 kJ/mol
Maximum force = 0.0693 Eh/bohr
HOMO level = -7.9 eV
Multiplicity = 1
Total energy = -2803.35053 Ha
Orbital gap = 1.6 eV
Charge = 0

---

A structure of composition C24H41BeBr5Cl5FILiN5O4S at a distorted geometry. Source: the Open Molecules 2025 dataset; level of theory: ωB97M-V/def2-TZVPD.

Geometry as XYZ:
```
89
Properties=species:S:1:pos:R:3:lowdin_charge:R:1
C -3.2047 -4.7851 -3.4668 0.06
C -1.8717 -4.6494 -3.5601 -0.10
C -0.2993 -4.6441 -3.1052 -0.18
C -0.0483 -3.6784 -1.7925 -0.19
C -0.8721 -4.3389 -0.5660 -0.21
C -0.8687 -3.4662 0.8149 -0.30
C 0.6142 -3.1243 1.5345 -0.32
C 0.5813 -1.5524 1.9740 -0.36
C 1.5120 -1.0303 3.1936 -0.60
Br 2.2766 -2.4893 4.3366 0.69
C 2.8090 -0.2741 2.5090 -0.26
C 3.7969 -1.3501 1.7427 -0.13
N -0.9229 -1.2780 2.0252 -0.49
I -1.4877 -2.1635 3.8526 1.24
C -1.3891 0.1392 2.2490 -0.31
C -1.0645 1.1694 1.0440 -0.38
S 0.2623 2.3661 1.6822 0.91
C 1.3504 2.8898 0.2799 -0.51
N 2.7130 3.4353 0.2854 0.00
N 3.0825 3.6310 -1.0409 0.02
C 1.9264 3.1759 -1.8472 -0.04
O 0.8026 2.7084 -1.0460 -0.08
C -1.4238 -1.9250 0.7547 -0.35
N -2.8853 -2.1141 0.5442 0.11
C -3.3744 -1.4179 -0.4926 -0.26
C -4.8224 -0.6737 -0.2669 -0.07
C -2.7303 -1.2701 -1.9630 -0.04
H -4.3399 -5.0219 -3.3417 0.05
H 0.0338 -5.7192 -2.7790 0.12
H 0.3264 -4.2889 -4.0092 0.11
H -0.3088 -2.5676 -2.0041 0.09
H 1.1146 -3.7003 -1.6379 0.12
H -0.3394 -5.3507 -0.3285 0.00
H -1.9701 -4.6124 -0.8060 0.12
H -1.6373 -4.0582 1.4718 0.09
H 1.3455 -3.1739 0.6322 0.09
H 0.7337 -3.9774 2.4091 -0.20
H 1.0707 -1.0401 1.0427 0.16
H 1.0281 -0.2433 3.8821 0.09
H 3.4868 0.2390 3.3043 0.13
H 2.4953 0.5063 1.7113 0.08
H 4.3532 -0.8035 0.8700 0.10
H 3.2098 -2.2266 1.2650 0.05
H 4.5925 -1.7642 2.4729 0.08
H -2.5244 0.0775 2.5268 0.10
H -0.8738 0.5677 3.2112 0.09
H -0.7799 0.6816 0.0402 0.09
H -2.0076 1.8368 0.8890 0.10
H 1.8382 3.2072 -3.0031 0.15
H -0.7528 -1.4768 -0.0687 0.14
H -5.1402 -0.6451 0.8430 0.02
H -4.8529 0.3776 -0.7808 0.09
H -5.5812 -1.3230 -0.8798 0.10
H -1.6569 -0.7976 -1.9123 0.08
H -2.6307 -2.2922 -2.4886 0.06
H -3.3355 -0.5715 -2.6689 0.10
C 4.1545 7.3095 -1.1610 -1.51
Br 4.3096 7.3907 0.7802 0.51
Br 2.9666 8.6931 -1.8471 0.50
Br 5.8856 7.3508 -2.0362 0.68
H 3.6983 6.3471 -1.4036 -0.04
F 6.9123 5.9433 -4.1566 -0.84
C 6.3008 10.5652 -1.7598 -0.04
N 7.0417 11.7723 -1.3062 -0.44
O 8.0406 12.0893 -1.9392 0.08
O 6.5935 12.3613 -0.3274 0.04
H 6.8065 10.1474 -2.6300 0.08
H 6.2987 9.8518 -0.9360 0.05
H 5.2882 10.8785 -2.0159 0.07
Li 0.9654 10.5419 -1.4989 0.78
Cl -7.5990 1.2561 1.2339 0.55
C -8.1213 0.1574 2.5349 -0.65
C -7.2838 0.3165 3.7904 -0.65
Cl -5.6133 -0.2594 3.5616 0.53
H -8.0824 -0.8649 2.1520 0.07
H -9.1648 0.3995 2.7530 0.08
H -7.7143 -0.2766 4.6011 0.08
H -7.2416 1.3584 4.1163 0.07
C 2.9713 -7.2541 -0.1991 -0.91
Cl 2.6615 -5.7639 0.7151 0.36
Cl 1.4712 -8.1282 -0.5297 0.52
H 3.4467 -6.9960 -1.1468 0.04
H 3.6342 -7.8950 0.3833 0.04
Br 1.9735 -5.0641 2.7505 0.42
Be 6.1128 6.0492 0.5669 0.02
O -5.7979 -5.7633 -5.0900 -0.07
H -6.7574 -5.8735 -5.0499 0.04
H -5.5986 -5.7903 -6.0355 0.05
Cl 0.0822 -5.9795 1.5913 0.24
```

Maximum force = 0.1434 Eh/bohr
HOMO level = -7.0 eV
Multiplicity = 1
Total energy = -17501.57641 Ha
Orbital gap = 2.2 eV
Charge = +1